This record from OMol25 describes a 9-piece molecular cluster, C5H28NO9 overall. The level of theory is ωB97M-V/def2-TZVPD.

Summary:
Charge: -1
DFT total energy (eV): -25556.9464
Energy relative to the best compared isomer or geometry (same formula, charge and spin) (eV): 3.7046
Frontier orbital gap (eV): 8.97

```
43
C5H28NO9 | OMol25 | ωB97M-V/def2-TZVPD
C -1.433 -0.664 -1.448
C -2.582 -1.599 -1.134
C -0.139 -0.903 -0.602
N 0.839 -1.717 -1.422
C 2.176 -1.157 -1.753
C 2.146 0.172 -2.551
O 0.994 1.008 -2.618
H -1.754 0.366 -1.267
H -1.128 -0.713 -2.488
H -2.239 -2.607 -1.393
H -3.513 -1.497 -1.667
H -2.814 -1.599 -0.066
H 0.279 0.012 -0.242
H -0.457 -1.656 0.113
H 0.431 -1.887 -2.309
H 2.762 -0.885 -0.914
H 2.525 -2.007 -2.327
H 2.302 -0.131 -3.594
H 3.025 0.813 -2.397
H 1.966 0.890 1.467
H 1.539 1.013 0.138
O 2.315 0.721 0.574
H -0.989 2.477 0.787
H -2.568 2.852 0.354
O -1.932 2.150 0.431
H 0.581 -1.104 3.559
H -0.790 -1.665 3.228
O 0.137 -1.889 3.201
H 0.420 -3.381 -0.006
H 1.161 -3.773 1.297
O 0.934 -4.062 0.409
H 1.824 3.636 0.525
H 1.645 2.976 -0.710
O 1.880 3.857 -0.428
H -0.215 1.954 3.543
H 0.069 0.946 2.520
O -0.182 0.980 3.466
H 0.788 1.365 -1.762
H 0.312 3.306 1.598
O 0.414 2.440 1.195
H -2.959 0.855 1.768
H -3.983 -0.249 1.125
O -3.787 0.357 1.802
```

Here are the natural (NBO) charges for atoms 1 to 8, given in e: -0.431, -0.609, -0.212, -0.640, -0.260, -0.096, -0.713, 0.243



This record from OMol25 describes a 9-piece molecular cluster, C5H28O9 overall. The level of theory is ωB97M-V/def2-TZVPD.

Summary:
SMILES: CCCCCO.O.O.O.O.O.O.O.O
DFT total energy (eV): -24063.4524
Energy relative to the best compared isomer or geometry (same formula, charge and spin) (eV): 3.5326
Frontier orbital gap (eV): 9.49

```
42
C5H28O9 | OMol25 | ωB97M-V/def2-TZVPD
C -0.701 -2.347 1.360
C 0.452 -1.379 1.783
C 0.191 -0.030 1.145
C 0.750 1.116 2.183
C 0.933 2.321 1.352
O 1.788 2.285 0.271
H -0.820 -3.115 2.070
H -0.515 -2.785 0.419
H -1.781 -1.923 1.368
H 1.435 -1.725 1.430
H 0.347 -1.328 3.014
H -0.860 0.134 0.908
H 0.649 -0.050 0.141
H 1.655 0.925 2.671
H -0.081 1.468 2.933
H 1.367 3.174 2.199
H -0.108 2.653 0.956
H 2.115 1.476 0.141
O -3.951 1.800 -0.482
H -3.311 2.108 0.330
H -3.365 1.263 -0.974
O 0.276 -1.757 -2.293
H 0.316 -2.524 -2.688
H -0.526 -1.925 -1.607
O -1.659 2.598 0.174
H -1.151 2.154 -0.566
H -1.924 3.281 -0.469
O 0.435 0.915 -2.139
H 0.750 1.683 -1.613
H 1.040 0.132 -1.903
O 3.730 0.242 0.937
H 4.443 0.838 0.941
H 3.456 -0.073 0.105
O -2.152 -2.512 -1.262
H -2.263 -1.651 -1.830
H -2.832 -3.103 -1.346
O -1.967 -0.059 -2.091
H -2.125 0.195 -3.006
H -1.052 0.312 -1.930
O 2.631 -1.321 -0.946
H 2.700 -2.090 -0.379
H 1.685 -1.376 -1.309
```

Here are the natural (NBO) charges for atoms 1 to 8, given in e: -0.613, -0.391, -0.429, -0.421, -0.077, -0.744, 0.204, 0.196



This record from OMol25 describes a 10-piece molecular cluster, C5H28O9 overall. The level of theory is ωB97M-V/def2-TZVPD.

Summary:
SMILES: C/C=C/CC.O.O.O.O.O.O.O.O.O
DFT total energy (eV): -24064.3554
Energy relative to the best compared isomer or geometry (same formula, charge and spin) (eV): 2.6296
Frontier orbital gap (eV): 8.94

```
42
C5H28O9 | OMol25 | ωB97M-V/def2-TZVPD
C -1.043 1.461 1.307
C -0.124 0.259 1.140
C -0.315 -0.721 0.247
C 0.573 -1.925 0.174
C -0.134 -3.160 -0.427
H -1.328 1.780 0.256
H -0.567 2.262 1.870
H -1.986 1.160 1.842
H 0.743 0.226 1.962
H -1.084 -0.609 -0.623
H 1.454 -1.729 -0.464
H 1.015 -2.185 1.139
H -0.318 -2.887 -1.464
H -0.997 -3.475 0.105
H 0.534 -4.080 -0.392
O 1.913 0.596 -2.587
H 1.788 0.335 -3.487
H 2.843 0.531 -2.320
O 0.211 2.527 -2.240
H 1.064 1.976 -2.338
H 0.363 3.354 -1.931
O -3.841 -1.725 0.253
H -3.484 -1.824 1.129
H -3.401 -0.992 -0.255
O 2.056 3.360 -0.043
H 2.016 2.637 0.367
H 1.792 4.028 0.441
O 4.255 -0.161 -0.577
H 4.455 -1.035 -0.163
H 4.023 0.468 0.182
O -2.463 1.934 -2.491
H -1.441 1.904 -2.363
H -2.863 2.725 -2.154
O -0.029 -0.504 -3.888
H -0.095 0.412 -3.756
H -0.837 -0.869 -3.482
O -1.696 0.401 4.107
H -1.507 0.624 5.025
H -1.184 -0.384 3.930
O -0.327 -1.874 4.139
H -0.673 -2.710 3.645
H 0.639 -2.114 4.186
```

Here are the natural (NBO) charges for atoms 1 to 8, given in e: -0.669, -0.161, -0.218, -0.437, -0.597, 0.222, 0.207, 0.248



This record from OMol25 describes a 9-piece molecular cluster, C5H29N2O9 overall. The level of theory is ωB97M-V/def2-TZVPD.

Summary:
<S²>: 0.757
DFT total energy (eV): -27059.0986
2S+1: 2
Energy relative to the best compared isomer or geometry (same formula, charge and spin) (eV): 3.0990
Frontier orbital gap (spin up / spin down) (eV): 10.11 / 5.33

```
45
C5H29N2O9 | OMol25 | ωB97M-V/def2-TZVPD
N 0.547 -0.182 2.018
C -0.900 -0.243 2.069
C -1.440 1.062 1.271
N -1.627 0.789 -0.125
C -0.881 2.815 -1.544
C -0.642 1.392 -1.024
C -0.400 0.282 -2.151
O 0.946 0.303 -2.506
H 1.133 -0.177 2.840
H 0.942 -0.018 1.100
H -1.382 -0.142 3.086
H -1.366 -1.177 1.725
H -0.887 1.998 1.485
H -2.320 1.390 1.880
H -2.560 0.766 -0.571
H -0.236 2.889 -2.497
H -1.853 3.080 -1.905
H -0.594 3.486 -0.740
H 0.372 1.367 -0.458
H -0.878 0.530 -3.077
H -0.731 -0.690 -1.737
H -0.015 -2.924 -0.422
H -1.098 -1.784 -0.238
O -0.991 -2.737 -0.388
H 3.075 0.276 1.156
H 4.056 0.050 2.400
O 3.791 0.744 1.769
H 1.047 2.534 1.629
H 2.581 2.194 1.813
O 1.858 2.651 2.205
H 2.844 -2.642 0.645
H 3.750 -1.467 0.818
O 3.666 -2.415 1.080
H 1.428 0.184 -1.594
H 3.385 0.095 -0.445
O 2.574 -0.330 -0.190
H -3.045 -2.784 -1.061
H -3.258 -2.110 0.265
O -3.689 -2.293 -0.549
H 1.860 -1.581 -0.595
H 1.631 -2.244 -1.903
O 1.549 -2.515 -0.985
H -3.959 -0.560 -0.922
H -4.078 -0.099 -2.277
O -4.208 0.239 -1.352
```

Here are the natural (NBO) charges for atoms 1 to 8, given in e: -0.504, -0.261, -0.236, -0.561, -0.638, -0.074, -0.066, -0.747



This record from OMol25 describes a 9-piece molecular cluster, C5H29NO9 overall. The level of theory is ωB97M-V/def2-TZVPD.

Summary:
SMILES: C[C@H](N)CCCO.O.O.O.O.O.O.O.O
DFT total energy (eV): -25569.5851
Energy relative to the best compared isomer or geometry (same formula, charge and spin) (eV): 5.0858
Frontier orbital gap (eV): 9.47

```
44
C5H29NO9 | OMol25 | ωB97M-V/def2-TZVPD
C 0.150 1.964 -2.907
C 0.245 1.094 -1.771
N -0.045 -0.357 -1.959
C -0.679 1.582 -0.717
C -0.818 0.888 0.636
C -2.132 1.349 1.437
O -3.202 1.946 0.581
H 0.059 1.480 -3.899
H -0.760 2.659 -2.844
H 0.983 2.689 -2.823
H 1.302 1.182 -1.556
H 0.320 -0.870 -1.174
H 0.345 -0.615 -2.860
H -1.627 1.358 -1.244
H -0.661 2.647 -0.555
H -0.556 -0.160 0.451
H -0.027 1.195 1.254
H -1.958 2.227 2.169
H -2.536 0.389 1.757
H -3.108 1.671 -0.362
O 0.478 -2.906 0.059
H 0.384 -3.133 0.958
H -0.358 -2.686 -0.053
O -2.283 -2.001 2.118
H -1.843 -1.359 2.652
H -2.726 -2.545 2.859
O 2.688 -0.569 -0.981
H 3.644 -0.861 -0.824
H 2.454 -0.827 -0.039
O 1.976 2.412 0.537
H 2.916 2.043 0.396
H 1.429 1.648 0.060
O 1.573 -1.055 1.965
H 0.765 -0.565 1.425
H 1.615 -0.549 2.752
O -2.796 -3.149 -0.962
H -2.792 -3.107 0.078
H -2.892 -2.242 -1.113
O 1.174 1.670 3.069
H 1.758 2.425 3.411
H 1.007 1.972 2.068
O 2.533 -3.048 -1.426
H 1.965 -3.600 -0.893
H 2.042 -2.285 -1.732
```

Here are the natural (NBO) charges for atoms 1 to 8, given in e: -0.613, -0.093, -0.857, -0.424, -0.430, -0.073, -0.741, 0.226



This record from OMol25 describes C5H2Cl2 as an isolated structure. The level of theory is ωB97M-V/def2-TZVPD.

Summary:
DFT total energy (eV): -30255.7961
Energy relative to the best compared isomer or geometry (same formula, charge and spin) (eV): 2.1539
Frontier orbital gap (eV): 10.15

```
9
C5H2Cl2 | OMol25 | ωB97M-V/def2-TZVPD
C -1.092 2.308 -0.294
C -0.483 -2.339 0.266
C -0.340 1.387 -0.386
C 0.103 -1.294 0.195
C 0.903 -0.136 0.066
Cl 1.969 -0.192 -1.335
Cl 1.707 0.387 1.516
H -1.756 3.122 -0.374
H -1.011 -3.242 0.346
```

Here are the natural (NBO) charges for atoms 1 to 8, given in e: -0.325, -0.097, -0.027, -0.110, -0.087, 0.071, 0.097, 0.235